1.
Molecular formula: C6H24N12O6Ti
Method: DFT, ωB97M-V/def2-TZVPD

```
49
Properties=species:S:1:pos:R:3:mulliken_spin:R:1
C 2.314 2.012 -1.361 0.024
H -2.051 -4.929 0.302 0.000
O 1.570 -2.022 0.100 -0.001
N 1.556 2.947 -2.002 0.009
H -4.007 2.853 2.208 -0.002
H -4.054 1.050 0.617 -0.003
C -1.033 -0.205 -2.557 0.042
C -1.712 -2.952 0.363 0.026
H -1.623 -0.195 -4.447 -0.001
H 0.560 2.795 -1.975 0.008
N 3.532 2.475 -1.042 -0.002
H 0.361 0.259 -3.973 -0.001
H 0.270 3.241 4.370 0.001
N 0.178 2.553 3.649 0.007
O -1.110 2.315 1.163 0.018
H -2.365 -1.926 -1.245 0.002
N -3.105 3.112 1.852 -0.001
N 2.317 -2.551 -1.980 0.004
H -0.547 2.572 2.950 -0.004
N -1.832 -4.179 0.928 0.004
H 4.184 1.801 -0.670 -0.001
C 1.033 1.494 3.717 0.028
C 2.056 -2.856 -0.673 0.029
H 1.551 2.254 5.434 0.000
H 1.947 -1.668 -2.266 0.006
O 1.008 0.570 2.895 0.009
H -2.535 -3.599 -1.468 0.000
H 3.895 3.388 -1.234 -0.001
N -1.964 -0.351 -3.516 0.000
N -2.313 -2.848 -0.841 0.010
C -2.341 2.149 1.243 0.009
H -2.774 4.047 1.996 -0.002
N 0.217 0.001 -3.015 0.011
H 2.322 -4.106 0.771 0.000
O -1.265 -1.957 0.938 -0.027
H 2.929 -4.749 -0.741 0.000
N 1.851 1.538 4.805 0.005
H 2.471 -3.307 -2.623 0.001
O 1.849 0.932 -0.980 -0.034
N 2.379 -4.080 -0.236 0.003
Ti 0.204 -0.113 0.732 2.820
H 2.553 0.847 4.981 -0.001
H -2.934 -0.163 -3.329 -0.001
H -1.493 -4.274 1.869 -0.001
H 0.964 0.122 -2.339 -0.005
H 1.904 3.760 -2.472 -0.002
N -3.078 1.261 0.562 0.026
O -1.309 -0.073 -1.342 -0.016
H -2.533 0.750 -0.118 0.001
```

Computed properties:
**2S+1**: 4
**E_LUMO (alpha / beta)**: -1.86 / -1.90 eV
**Charge**: +1
**Total energy**: -59892.958 eV
**ΔE to the lowest compared entry with this formula, charge and spin**: 30.6 kcal per mole
**⟨S²⟩**: 3.752
**HOMO-LUMO gap (alpha / beta)**: 3.686 / 9.934 eV

=====

2.
Molecular formula: C2H2BrN
Method: DFT, ωB97M-V/def2-TZVPD

```
6
Properties=species:S:1:pos:R:3:nbo_charge:R:1
N -0.310 -0.392 0.128 -0.302
Br -3.052 -0.103 -0.038 0.044
C -1.310 0.488 0.354 -0.262
C 0.648 -1.151 0.098 0.044
H -1.283 1.579 0.552 0.242
H 1.423 -1.588 -0.614 0.235
```

Computed properties:
**2S+1**: 1
**E_LUMO**: 0.54 eV
**Total energy**: -73635.478 eV
**ΔE to the lowest compared entry with this formula, charge and spin**: 62.1 kcal per mole
**HOMO-LUMO gap**: 8.273 eV

=====

3.
Molecular formula: C42H79F3N13O9
Method: DFT, ωB97M-V/def2-TZVPD

```
146
Properties=species:S:1:pos:R:3:lowdin_charge:R:1
H 1.837 -3.137 1.641 0.105
H 5.838 -1.513 1.183 0.046
C -2.944 0.672 4.905 -0.055
C 1.215 7.642 0.486 -0.057
H -2.405 8.194 -4.053 0.087
H 3.201 4.148 -1.385 0.044
C -0.816 -6.655 5.693 -0.369
N 4.729 6.768 -3.697 -0.188
H -0.605 -2.719 0.603 0.134
H 0.554 -2.153 2.482 0.117
H 2.766 2.270 3.012 0.160
H 4.352 -5.514 -0.316 0.120
C -2.359 -5.008 4.723 -0.055
H -5.172 0.723 6.143 0.087
H -3.310 -4.778 5.208 0.093
H 0.852 -6.648 3.114 0.127
H 0.719 -1.248 -2.063 0.039
C 0.885 -6.463 2.028 -0.333
C -4.100 -4.254 -0.453 -0.054
O 0.433 -5.438 1.538 -0.012
H 6.695 6.128 -3.312 0.085
H 3.013 6.752 -4.883 0.084
C -0.825 6.214 -4.314 -0.048
C 2.198 -0.906 1.552 -0.007
H 1.836 -8.610 3.062 0.090
H -1.008 7.771 1.725 0.086
H 0.959 8.698 0.377 0.092
N -4.083 -3.066 -1.283 -0.190
C 4.260 6.268 -2.538 -0.338
H 5.922 -1.510 -1.220 0.101
C 1.571 -7.345 -0.108 -0.032
O -0.888 5.216 -1.138 0.002
C -5.294 -0.043 5.379 -0.039
H -0.671 6.488 -3.271 0.062
C 4.036 -4.547 -0.787 -0.113
H 2.042 7.404 -0.184 0.063
H 1.466 -9.536 1.591 0.094
C -1.748 8.469 -4.876 -0.041
O -0.498 0.104 0.432 0.076
C 2.896 1.386 2.337 0.091
F -0.259 0.675 3.178 0.112
O -0.008 -7.069 6.502 0.011
C -1.060 -4.521 6.803 -0.041
H -0.049 5.510 -4.617 0.087
C 3.806 7.444 -4.595 -0.023
H 3.053 -8.745 1.774 0.091
C 6.299 -0.642 -0.596 -0.258
H 0.570 -7.239 -0.531 0.097
N 0.051 6.835 0.175 -0.195
H -1.976 7.303 0.303 0.094
C 1.985 -8.659 1.984 -0.046
H -3.328 -4.958 -0.766 0.081
C 4.114 0.410 0.457 -0.054
H 4.074 -3.489 1.159 0.120
H -3.923 -3.968 0.586 0.086
H -2.517 -5.791 3.981 0.084
O 0.203 8.554 -6.844 0.009
H 0.014 -4.324 6.780 0.091
H 3.320 -3.187 -3.718 0.121
N -4.079 -0.173 4.594 -0.199
N 3.898 1.450 1.369 -0.003
H -2.631 0.486 5.936 0.093
N -8.595 -3.532 -3.095 -0.200
H -2.518 -3.768 -2.413 0.127
N 3.818 -4.475 -2.134 0.059
C 3.463 -3.247 -2.601 -0.125
C 2.022 0.224 2.492 0.035
H 5.745 2.564 0.991 0.132
H 4.780 3.053 2.424 0.140
H -5.077 -4.735 -0.536 0.084
H 6.542 7.655 -4.209 0.095
N 6.669 -1.071 0.772 0.005
H -4.508 -1.083 -0.791 0.096
H -2.111 0.461 4.236 0.052
O 3.099 6.329 -2.158 -0.028
N 0.152 -0.489 -1.670 0.121
C -8.711 -4.929 -3.462 -0.060
H -1.981 -4.113 4.223 0.081
N -0.787 7.412 -5.131 -0.198
H 6.196 6.105 -5.018 0.094
C 0.055 5.923 -0.828 -0.359
H 0.877 -2.780 -0.528 0.108
N 1.466 -7.469 1.335 -0.193
H -5.521 -1.001 5.853 0.093
H -9.320 -2.980 -4.983 0.088
C -8.141 -3.141 -1.880 -0.355
C 3.888 -3.363 0.057 -0.020
H -9.776 -1.903 -3.639 0.095
F 1.347 1.243 4.569 0.090
H -0.791 -0.602 -2.085 0.096
H 4.666 0.387 -1.636 0.124
H 0.800 6.716 -6.235 0.121
C 4.699 2.717 1.350 -0.097
C 1.272 -2.162 1.626 -0.085
H -1.607 -3.586 6.697 0.083
H 2.850 3.879 1.033 0.119
H 2.956 2.599 -0.897 0.076
H -3.235 1.719 4.796 0.095
H -3.073 -1.099 3.060 0.127
H -1.417 6.059 1.436 0.091
H -1.214 9.389 -4.629 0.092
C -0.024 -0.793 -0.234 -0.456
C -5.045 -2.006 -1.017 -0.034
C -3.201 -2.910 -2.297 -0.367
H -8.390 -5.574 -2.643 0.082
H 2.058 -8.221 -0.534 0.095
O -4.953 -1.823 3.277 0.004
O -8.022 -1.987 -1.514 0.004
C 6.124 6.655 -4.077 -0.047
C 3.235 -1.989 -1.887 -0.014
H 7.353 -1.825 0.647 0.082
C 3.873 3.787 0.540 -0.226
H -6.122 0.224 4.720 0.096
N 3.624 3.375 -0.859 0.015
H 2.148 -6.450 -0.343 0.059
N -1.402 -5.433 5.727 -0.200
H -7.878 -3.987 -1.223 0.131
C -8.978 -2.516 -4.060 -0.038
H -9.753 -5.151 -3.704 0.091
H -5.685 -2.273 -0.178 0.090
H 7.219 -0.273 -1.142 0.129
C 3.463 -2.027 -0.405 -0.168
H 4.328 7.792 -5.485 0.096
H 1.017 5.870 -1.361 0.106
O -3.133 -1.937 -3.029 -0.004
H -1.308 -4.985 7.760 0.096
C -4.040 -1.083 3.591 -0.354
C 0.973 0.273 3.638 -0.457
H -1.802 5.737 -4.423 0.097
F 0.888 -0.897 4.359 0.122
H -5.655 -1.846 -1.905 0.079
H -2.340 8.642 -5.777 0.094
H -8.086 -5.124 -4.336 0.090
H -1.144 -7.269 4.837 0.127
H 1.522 7.448 1.517 0.086
H -8.119 -1.875 -4.267 0.094
C 5.212 0.507 -0.651 -0.101
H 5.039 5.778 -1.932 0.127
H 4.314 4.823 0.571 0.130
C 0.118 7.576 -6.125 -0.367
H 3.357 8.293 -4.078 0.101
C -1.157 7.008 0.962 -0.042
C 3.285 -0.820 0.522 -0.009
C 0.357 -2.217 0.300 -0.065
H 2.935 -1.041 -2.406 0.115
H 5.706 1.512 -0.713 0.103
```

Computed properties:
**2S+1**: 1
**E_LUMO**: -4.02 eV
**Charge**: +1
**Total energy**: -90779.167 eV
**HOMO-LUMO gap**: 6.239 eV

=====

4.
Molecular formula: C4H29INO14P
Method: DFT, ωB97M-V/def2-TZVPD

```
50
Properties=species:S:1:pos:R:3:nbo_charge:R:1
P -0.333 0.144 -0.779 1.449
H -2.452 0.854 -1.149 0.397
O -1.003 3.150 -2.601 -0.530
H 2.829 1.582 -5.879 0.463
H -2.477 1.241 -5.469 0.223
N -2.040 0.125 -0.567 -1.184
H -1.781 1.260 -3.864 0.197
H -2.380 -0.766 -0.928 0.387
H -3.689 2.268 1.884 0.476
H 2.056 -1.360 3.264 0.493
O 0.900 1.977 -2.904 -0.658
H -2.644 4.511 -1.092 0.465
H -0.467 -0.129 4.321 0.472
H 0.913 -0.292 0.915 0.534
H -0.225 -4.246 3.209 0.496
O 2.987 -5.553 7.520 -0.955
O -0.120 -5.239 1.258 -0.956
O -2.733 4.398 -0.139 -0.960
H 0.094 -1.394 4.953 0.474
H 0.743 -1.663 2.588 0.489
H 2.732 2.101 -0.819 0.464
C -1.404 3.079 -5.057 -0.467
H -3.071 1.298 0.865 0.493
H 2.289 -5.429 8.171 0.481
O 3.100 1.360 -4.983 -0.947
O 0.136 -0.431 5.008 -0.946
C -0.050 2.281 -2.240 1.011
H 0.648 -4.703 1.030 0.480
H 2.427 -5.891 3.902 0.471
H 3.808 -5.509 8.021 0.477
O -0.341 1.829 -1.028 -0.755
I -1.694 5.751 -3.589 0.097
O 0.061 0.170 0.777 -0.990
H -2.353 3.535 -5.340 0.224
H -0.707 3.249 -5.883 0.225
O 2.129 -5.496 4.726 -0.968
C -0.799 3.807 -3.844 0.011
H -3.230 3.577 -0.021 0.483
O 0.196 -3.529 3.698 -0.995
H 2.309 1.473 -4.445 0.484
H 3.211 2.628 -2.157 0.475
O 1.632 -1.339 2.400 -0.973
O -3.858 1.835 1.040 -0.969
H -0.748 0.990 -5.263 0.218
C -1.604 1.562 -4.897 -0.609
O 3.465 2.569 -1.230 -0.937
H -0.044 -6.026 0.710 0.479
H 0.509 -3.950 4.509 0.497
H 0.256 4.026 -3.982 0.219
H 2.814 -5.683 5.380 0.496
```

Computed properties:
**2S+1**: 1
**E_LUMO**: 0.11 eV
**Total energy**: -52165.438 eV
**SMILES**: CC[C@@H](I)OC(=O)OP(N)O.O.O.O.O.O.O.O.O.O.O
**HOMO-LUMO gap**: 9.977 eV

=====

5.
Molecular formula: C2H4LiOPt
Method: DFT, ωB97M-V/def2-TZVPD

```
9
Properties=species:S:1:pos:R:3:mulliken_spin:R:1
H -1.005 1.034 1.359 0.019
H 0.765 1.099 1.966 0.006
H 1.300 1.214 -0.445 -0.017
Pt -0.867 -1.111 0.366 0.671
C 0.057 0.803 1.192 -0.050
H 1.797 0.373 -2.228 0.983
Li 0.256 -0.574 -2.726 0.062
C 0.514 0.543 -0.083 0.199
O -0.200 -0.198 -0.963 0.126
```

Computed properties:
**2S+1**: 3
**E_LUMO (alpha / beta)**: -4.33 / -6.62 eV
**Charge**: +1
**Total energy**: -7623.853 eV
**ΔE to the lowest compared entry with this formula, charge and spin**: 31.7 kcal per mole
**⟨S²⟩**: 2.010
**HOMO-LUMO gap (alpha / beta)**: 7.485 / 6.526 eV

=====

6.
Molecular formula: C19H36NO4
Method: DFT, ωB97M-V/def2-TZVPD

```
60
Properties=species:S:1:pos:R:3:nbo_charge:R:1
H -3.564 2.409 1.353 0.183
C -3.740 -2.649 1.109 -0.360
C -4.630 1.937 -0.060 -0.369
H -3.374 -2.266 1.885 0.181
H -6.250 3.497 0.307 0.227
H -0.467 -3.125 -1.154 0.232
H -2.070 2.760 -1.272 0.220
H -2.709 -1.037 -0.883 0.213
H -0.821 2.466 1.559 0.227
H -4.035 -4.500 2.034 0.191
C 5.414 -0.647 1.461 -0.372
H -3.455 3.639 0.294 0.228
H -6.132 2.098 1.585 0.165
H 6.043 -1.309 1.853 0.232
H 2.407 0.608 1.939 0.256
H 3.694 -1.307 2.114 0.230
H -4.680 2.038 -1.359 0.130
C -3.439 2.630 0.197 -0.432
H -5.494 -3.513 2.422 0.208
O -0.357 -1.087 -2.089 -0.469
C -5.985 2.342 0.310 -0.577
C -2.014 -1.890 -0.475 -0.421
H 2.115 0.250 -2.624 0.253
C -2.740 -2.958 0.000 -0.432
H 2.551 2.034 -0.916 0.233
H 6.053 -1.054 -0.782 0.244
H -1.316 -1.383 0.292 0.232
C 5.213 -1.119 -0.066 -0.370
O 0.343 0.574 0.829 -0.646
H -5.131 -4.277 1.068 0.175
H 4.802 1.142 -0.598 0.209
H 4.369 0.087 2.867 0.242
H 2.503 -0.727 0.128 0.496
C 1.951 1.220 -0.803 -0.058
N 3.064 0.083 -0.110 -0.442
C 0.800 -0.902 -1.572 0.853
H -1.717 -2.723 -2.277 0.173
H 4.533 -1.816 -0.018 0.195
C -4.662 -3.829 1.682 -0.548
H -3.376 -3.557 -0.721 0.219
H -4.587 0.793 -0.220 0.232
C 0.819 1.512 0.122 0.775
H -6.700 1.708 -0.053 0.225
H 0.741 1.062 -2.451 0.257
H 4.208 -0.014 -1.847 0.213
C -0.989 2.791 0.449 -0.067
H -2.118 -3.889 0.535 0.202
O 1.491 -1.731 -0.746 -0.715
C 1.418 0.594 -1.910 -0.513
O 0.327 2.607 -0.112 -0.454
C -1.072 -2.436 -1.704 -0.023
C 3.354 0.760 1.437 -0.180
H 6.033 0.338 1.557 0.192
C -2.159 2.186 -0.258 -0.443
H -4.524 -1.779 0.927 0.179
C 4.166 -0.413 1.956 -0.475
H 3.899 1.790 1.344 0.247
H -0.991 4.097 0.293 0.203
H -1.911 1.060 -0.175 0.241
C 4.278 0.079 -0.664 -0.245
```

Computed properties:
**2S+1**: 1
**E_LUMO**: -2.28 eV
**Charge**: +1
**Total energy**: -29947.120 eV
**SMILES**: CCCCCOC(=O)C[C@@H](C(=O)OCCCCC)[NH+]1CCCCC1
**ΔE to the lowest compared entry with this formula, charge and spin**: 365.2 kcal per mole
**HOMO-LUMO gap**: 9.220 eV